121
Properties=species:S:1:pos:R:3:forces:R:3:mulliken_spin:R:1 method="wB97M-V/def2-TZVPD" e_tot_ev=-226252.5833 charge=+2 multiplicity=4 homo_lumo_gap_ev="6.4 / 5.2" mol_weight_da=1295.8
Tc -0.670786 -0.012472 0.184660 0.01 1.23 0.35 2.947
S -1.775385 -0.818866 4.488480 0.09 0.09 -0.26 0.026
C -0.380611 0.173184 4.531190 -0.13 -0.08 0.02 -0.024
C 0.096373 0.471029 3.291071 0.31 0.20 -0.15 -0.102
C -0.680484 -0.108553 2.255149 -0.12 -0.09 -0.34 -0.099
C -1.741408 -0.829311 2.774830 0.26 0.06 0.07 -0.056
C -2.644399 -1.481067 1.867486 -0.10 -0.18 0.03 0.014
C -3.795298 -2.192777 2.187464 0.16 0.04 0.05 0.023
C -4.545036 -2.756395 1.173988 0.11 0.03 -0.14 0.013
C -4.135375 -2.590292 -0.148146 -0.10 -0.01 0.14 -0.006
C -3.003314 -1.854154 -0.398806 0.04 -0.04 -0.28 0.014
N -2.262094 -1.315368 0.581353 -0.16 -0.15 -0.18 -0.043
H 0.024941 0.486021 5.480612 0.01 -0.02 0.00 0.000
H 0.980818 1.067511 3.132616 0.06 0.01 0.00 0.014
H -4.084583 -2.286528 3.225320 -0.01 -0.04 -0.01 0.002
H -5.443165 -3.315920 1.397967 0.01 0.00 0.03 0.000
H -4.697800 -3.012303 -0.967458 0.03 0.01 -0.02 0.001
H -2.677440 -1.676821 -1.416859 0.06 -0.02 0.04 0.001
C 1.605931 -4.477882 -0.263422 0.03 0.24 0.08 0.002
C 2.310827 -3.207703 0.207574 -0.45 -0.43 0.12 0.002
As 1.449808 -1.461040 -0.185988 1.07 -1.00 -0.19 0.018
C 1.437812 -1.631691 -2.118559 -0.11 0.05 0.00 -0.038
C 2.492014 -2.163476 -2.854378 0.07 0.06 0.19 -0.005
C 2.355094 -2.364304 -4.219957 0.04 -0.02 -0.08 -0.001
C 1.169548 -2.037954 -4.863396 0.01 0.03 0.03 0.002
C 0.105577 -1.523335 -4.135944 -0.06 0.02 -0.04 0.011
C 0.242916 -1.334882 -2.771591 0.16 0.05 0.14 0.062
C 2.924879 -0.462810 0.602062 -0.18 0.15 0.12 -0.022
C 2.968521 -0.617684 1.988338 -0.11 -0.05 -0.08 0.008
C 3.918819 0.047761 2.744822 0.03 0.07 0.02 0.000
C 4.838479 0.875510 2.114974 -0.01 0.01 0.06 0.000
C 4.818132 1.008280 0.735208 0.06 0.02 -0.01 0.003
C 3.866526 0.341496 -0.023726 -0.10 -0.09 -0.22 0.005
As -0.241519 -4.661776 0.386107 -0.16 0.09 0.00 0.022
C -0.625539 -6.384063 -0.445118 0.05 0.12 0.10 0.000
C -0.886727 -6.377255 -1.813190 0.04 0.03 0.04 0.000
C -1.110820 -7.567795 -2.486655 -0.05 0.00 0.01 0.000
C -1.094327 -8.767842 -1.788678 -0.02 -0.02 -0.03 0.000
C -0.843316 -8.776677 -0.424889 -0.06 -0.03 0.02 0.000
C -0.617361 -7.586221 0.252416 0.12 0.07 -0.03 0.000
C 0.085761 -5.175574 2.242852 0.05 0.03 -0.02 -0.001
C 1.338941 -5.167667 2.848601 -0.01 -0.08 -0.09 0.000
C 1.469872 -5.431046 4.206357 0.04 0.02 0.04 0.000
C 0.351704 -5.708254 4.976582 -0.01 -0.04 0.00 0.000
C -0.897556 -5.766423 4.373853 -0.04 0.02 0.05 0.000
C -1.025098 -5.496094 3.021039 0.00 0.08 -0.09 -0.001
H 2.145266 -5.370455 0.059073 0.17 0.09 -0.03 0.000
H 1.577967 -4.494039 -1.353939 -0.15 -0.10 -0.01 0.000
H 3.268376 -3.098801 -0.306964 0.00 0.13 0.05 0.000
H 2.531345 -3.241147 1.271651 -0.08 0.16 0.02 0.000
H 3.427207 -2.414090 -2.367130 0.01 -0.02 -0.04 0.000
H 3.175464 -2.785509 -4.785784 0.02 0.03 0.01 0.000
H 1.072826 -2.181607 -5.930895 0.00 -0.03 0.00 0.001
H -0.822326 -1.269828 -4.631506 0.00 -0.01 0.01 0.001
H -0.596587 -0.930349 -2.205374 -0.06 0.00 -0.13 -0.012
H 2.251122 -1.269710 2.476768 0.00 0.05 0.10 -0.009
H 3.938331 -0.075440 3.820481 0.02 -0.02 -0.02 0.000
H 5.574232 1.413328 2.698980 0.02 -0.05 -0.01 0.000
H 5.552919 1.635026 0.246799 -0.01 -0.01 -0.04 0.000
H 3.874086 0.443356 -1.100412 0.05 0.05 0.16 -0.003
H -0.907013 -5.435593 -2.354898 -0.01 -0.03 -0.03 0.000
H -1.303644 -7.560076 -3.551346 -0.01 -0.01 0.00 0.000
H -1.288271 -9.696664 -2.308237 0.05 -0.01 -0.01 0.000
H -0.821137 -9.714054 0.115300 -0.03 0.00 0.00 0.000
H -0.418235 -7.596085 1.317175 0.01 -0.05 -0.03 0.000
H 2.235843 -4.999041 2.267036 -0.01 0.02 0.03 -0.001
H 2.453725 -5.429258 4.657572 -0.01 0.01 0.01 0.000
H 0.452415 -5.900949 6.036441 0.02 -0.03 -0.01 0.000
H -1.771511 -6.023701 4.959849 0.02 0.00 -0.02 0.000
H -1.996113 -5.561251 2.548206 -0.17 0.05 0.02 0.000
S -2.398480 1.552709 0.015794 0.06 -0.36 0.22 0.159
Sb -1.724447 3.845754 0.082777 0.06 0.07 0.06 0.035
C 0.318231 4.250862 0.535282 -0.61 -0.10 -0.18 0.007
C 0.813863 3.558530 1.629883 -0.12 0.00 0.03 -0.012
C 2.136401 3.733171 2.002044 0.07 -0.03 0.00 0.005
C 2.949546 4.595863 1.279110 -0.03 -0.02 0.02 0.000
C 2.435195 5.300032 0.199626 0.04 0.08 -0.02 0.000
C 1.110227 5.134197 -0.180940 -0.02 0.05 -0.07 -0.002
C -2.669624 4.416826 1.901099 0.09 -0.16 -0.38 0.007
C -2.844377 5.776604 2.135545 0.01 0.00 -0.06 -0.004
C -3.437306 6.195169 3.316748 0.00 0.05 0.01 0.000
C -3.846922 5.259129 4.256842 0.00 -0.02 -0.01 0.001
C -3.657773 3.904503 4.023539 0.00 -0.04 0.03 0.004
C -3.066664 3.476275 2.843334 0.01 -0.03 -0.04 0.017
C -2.854496 4.716458 -1.484353 0.45 -0.11 0.46 0.003
C -4.223744 4.777902 -1.255069 0.02 -0.01 0.10 0.002
C -5.049521 5.263396 -2.256833 -0.02 0.00 -0.03 0.000
C -4.503018 5.682104 -3.462983 -0.02 -0.02 0.05 0.001
C -3.131644 5.628643 -3.670456 0.05 0.02 -0.04 0.000
C -2.293284 5.141091 -2.679091 0.06 -0.01 -0.04 -0.003
H 0.158681 2.909017 2.200016 0.05 0.01 0.06 0.000
H 2.529030 3.207483 2.861580 0.05 -0.04 0.02 0.000
H 3.981803 4.736657 1.571135 0.00 0.00 0.00 0.000
H 3.063181 5.994663 -0.342920 -0.01 0.00 -0.01 0.000
H 0.712920 5.707302 -1.009761 0.02 -0.03 -0.03 0.000
H -2.527282 6.508275 1.399874 -0.04 0.05 0.04 0.000
H -3.582282 7.251103 3.501093 0.00 0.00 0.00 0.000
H -4.319824 5.586268 5.172980 0.01 0.01 0.00 0.000
H -3.976483 3.176671 4.758333 -0.01 0.01 0.01 0.000
H -2.926381 2.417377 2.654379 -0.03 0.01 0.03 -0.023
H -4.641975 4.452927 -0.308667 -0.05 0.03 -0.02 0.001
H -6.117282 5.313799 -2.092628 0.00 0.00 -0.01 0.000
H -5.150862 6.053676 -4.245323 0.00 0.02 0.00 0.000
H -2.708985 5.965524 -4.607406 0.00 0.01 0.00 0.000
H -1.226291 5.087749 -2.846432 -0.02 -0.03 -0.04 0.000
O -0.428263 2.759997 -1.818336 0.38 -0.02 -0.07 0.004
C 0.595701 2.075408 -1.748012 -0.50 0.57 -0.39 -0.008
O 0.751866 1.080741 -0.927074 -0.60 -0.63 0.87 0.036
C 1.725394 2.397592 -2.668146 0.10 -0.09 -0.03 0.000
C 2.710323 1.481829 -3.023252 -0.06 -0.04 0.06 0.004
C 3.709561 1.837413 -3.916249 0.00 -0.03 -0.01 -0.001
C 3.738762 3.109056 -4.467079 0.02 0.19 -0.06 0.001
C 2.746328 4.008564 -4.112397 -0.06 -0.42 0.15 0.000
C 1.741595 3.665123 -3.232441 -0.05 0.17 -0.06 -0.002
N 2.728934 5.357785 -4.701613 0.02 0.25 -0.04 0.000
O 1.846506 6.113142 -4.332751 0.14 -0.12 -0.05 0.000
O 3.591620 5.624713 -5.507070 -0.11 -0.04 0.09 0.000
H 2.680451 0.482889 -2.611504 -0.07 0.09 -0.14 0.001
H 4.469944 1.120558 -4.194681 0.00 -0.02 0.00 0.000
H 4.506979 3.410463 -5.164891 0.00 -0.01 -0.01 0.000
H 0.974031 4.382460 -2.997768 -0.03 0.01 0.00 0.000